# 1
Computed, not measured: a molecular structure, C41H31BrFeIN4P2SeTe, with ωB97M-V/def2-TZVPD.

Structure (ORCA input):
```
! wB97M-V def2-TZVPD RIJCOSX def2/J DEFGRID3
* xyz 1 1
Fe -0.42 0.83 -0.73
Te 1.95 1.43 1.38
C 3.13 0.38 2.81
C 3.60 1.00 3.96
C 4.33 0.24 4.87
N 4.60 -1.05 4.71
C 4.14 -1.63 3.61
C 3.41 -0.96 2.63
C 1.04 -0.21 0.49
P 1.25 -0.50 -1.25
C 1.27 -2.27 -1.65
C 0.79 -2.65 -2.91
C 0.78 -3.99 -3.26
C 1.22 -4.95 -2.36
C 1.69 -4.57 -1.11
C 1.71 -3.23 -0.76
C 2.85 0.13 -1.80
C 2.90 1.17 -2.72
C 4.12 1.67 -3.14
C 5.29 1.13 -2.64
C 5.25 0.08 -1.74
C 4.03 -0.43 -1.33
P -0.66 -0.70 0.78
C -1.22 -0.19 2.42
C -0.38 -0.20 3.53
C -0.87 0.17 4.78
C -2.20 0.54 4.92
C -3.05 0.52 3.82
C -2.56 0.16 2.58
C -0.99 -2.48 0.72
C -0.62 -3.32 1.77
C -0.86 -4.68 1.68
C -1.47 -5.20 0.54
C -1.84 -4.36 -0.50
C -1.61 -3.00 -0.41
H 3.40 2.04 4.17
H 4.72 0.70 5.77
H 4.37 -2.68 3.49
H 3.05 -1.49 1.76
H 0.44 -1.90 -3.60
H 0.41 -4.29 -4.23
H 1.20 -5.99 -2.63
H 2.03 -5.32 -0.41
H 2.05 -2.93 0.23
H 1.96 1.55 -3.11
H 4.15 2.48 -3.86
H 6.25 1.53 -2.97
H 6.17 -0.34 -1.36
H 4.00 -1.26 -0.63
H 0.66 -0.48 3.43
H -0.21 0.17 5.63
H -2.58 0.82 5.89
H -4.09 0.78 3.94
H -3.23 0.12 1.72
H -0.15 -2.91 2.66
H -0.58 -5.33 2.49
H -1.66 -6.26 0.47
H -2.32 -4.77 -1.38
H -1.89 -2.34 -1.22
Br -4.47 -0.25 -0.33
C -4.68 1.32 -1.36
C -5.78 2.13 -1.11
C -5.95 3.31 -1.82
C -5.02 3.69 -2.77
C -3.92 2.88 -3.03
C -3.75 1.70 -2.33
I -2.07 0.52 -2.73
H -6.50 1.82 -0.37
H -6.81 3.93 -1.62
H -5.15 4.61 -3.32
H -3.20 3.16 -3.78
Se -2.94 3.06 1.01
N -2.80 4.57 0.11
C -1.76 4.47 -0.70
C -1.27 5.43 -1.64
C -0.20 5.06 -2.39
C 0.39 3.76 -2.25
N 0.00 2.86 -1.39
C -1.06 3.23 -0.61
N -1.52 2.33 0.23
H -1.75 6.39 -1.73
H 0.21 5.74 -3.12
H 1.23 3.49 -2.89
*
```

## Properties
Total energy: -252720.772 eV
HOMO-LUMO gap: 5.512 eV
Lowest unoccupied orbital energy: -0.15895 Eh
Energy above the lowest of the compared OMol25 structures with the same formula, charge and spin: 0.5494 eV

Atomic charges from the Mulliken analysis, expressed in e, are listed below: atom 1 (Fe): 0.1488, atom 2 (Te): 0.5784, atom 3 (C): 0.0453, atom 4 (C): -0.4921, atom 5 (C): -0.3605, atom 6 (N): -0.6211, atom 7 (C): -0.4246, atom 8 (C): 0.0385, atom 9 (C): -0.7504, atom 10 (P): -0.1077, atom 11 (C): 0.8906, atom 12 (C): -0.5757, atom 13 (C): -0.7514, atom 14 (C): -0.6757, atom 15 (C): -0.7947, atom 16 (C): 0.2753, atom 17 (C): 0.1843, atom 18 (C): -0.0874, atom 19 (C): -0.7426, atom 20 (C): -0.5440, atom 21 (C): -0.7992, atom 22 (C): -0.4452, atom 23 (P): 0.5455, atom 24 (C): 0.9709, atom 25 (C): -0.4642, atom 26 (C): -0.8651, atom 27 (C): -0.6722, atom 28 (C): -0.7820, atom 29 (C): -0.4219, atom 30 (C): 0.5863, atom 31 (C): -0.5998, atom 32 (C): -0.7922, atom 33 (C): -0.6203, atom 34 (C): -0.7212, atom 35 (C): 0.3688, atom 36 (H): 0.3736, atom 37 (H): 0.3853, atom 38 (H): 0.3716, atom 39 (H): 0.4154, atom 40 (H): 0.4651, atom 41 (H): 0.4445, atom 42 (H): 0.4294, atom 43 (H): 0.4712, atom 44 (H): 0.2120, atom 45 (H): 0.5962, atom 46 (H): 0.4205, atom 47 (H): 0.4136, atom 48 (H): 0.4400, atom 49 (H): 0.3265, atom 50 (H): 0.5764, atom 51 (H): 0.4809, atom 52 (H): 0.4019, atom 53 (H): 0.4873, atom 54 (H): -0.0698, atom 55 (H): 0.4272, atom 56 (H): 0.4457, atom 57 (H): 0.4335, atom 58 (H): 0.4723, atom 59 (H): 0.2988, atom 60 (Br): -0.0240, atom 61 (C): 0.3141, atom 62 (C): -0.5361, atom 63 (C): -0.5518, atom 64 (C): -0.6904, atom 65 (C): -0.5071, atom 66 (C): 0.1235, atom 67 (I): 0.2231, atom 68 (H): 0.4534, atom 69 (H): 0.4009, atom 70 (H): 0.4375, atom 71 (H): 0.4937, atom 72 (Se): 0.3916, atom 73 (N): -0.7683, atom 74 (C): 0.0815, atom 75 (C): -0.6237, atom 76 (C): -0.9232, atom 77 (C): -0.0073, atom 78 (N): 0.3229, atom 79 (C): 0.4814, atom 80 (N): 0.3450, atom 81 (H): 0.5236, atom 82 (H): 0.4526, atom 83 (H): 0.3463

# 2
Computed, not measured: C5H7BrN2 in the gas phase in a non-equilibrium geometry, with ωB97M-V/def2-TZVPD.

Structure (ORCA input):
```
! wB97M-V def2-TZVPD RIJCOSX def2/J DEFGRID3
* xyz 0 1
C 0.62 -0.05 0.27
C -1.38 1.06 -1.76
C -0.16 0.80 1.24
C -0.06 -1.21 -0.43
C 1.12 -1.34 0.59
N -1.10 1.43 -0.67
N -1.03 1.62 0.51
Br -0.88 2.00 -3.26
H -0.70 0.09 1.90
H 0.50 1.36 1.90
H -1.15 -1.29 -0.16
H 0.05 -1.40 -1.51
H 1.33 0.64 -0.25
H 1.98 -1.84 0.10
H 0.88 -1.85 1.52
*
```

## Properties
Total energy: -78316.235 eV
HOMO-LUMO gap: 8.672 eV
Lowest unoccupied orbital energy: -0.00239 Eh
Energy above the lowest of the compared OMol25 structures with the same formula, charge and spin: 3.9938 eV

Atomic charges from the Mulliken analysis, expressed in e, are listed below: atom 1 (C): 0.1194, atom 2 (C): 0.0106, atom 3 (C): -0.5349, atom 4 (C): -0.6721, atom 5 (C): -0.6758, atom 6 (N): 0.7544, atom 7 (N): -0.9520, atom 8 (Br): -0.0583, atom 9 (H): 0.2951, atom 10 (H): 0.3381, atom 11 (H): 0.2900, atom 12 (H): 0.2887, atom 13 (H): 0.2998, atom 14 (H): 0.2753, atom 15 (H): 0.2218

# 3
Computed, not measured: a molecular structure, C25H16CaN7SbSe4 in a non-equilibrium geometry, with ωB97M-V/def2-TZVPD.

Structure (ORCA input):
```
! wB97M-V def2-TZVPD RIJCOSX def2/J DEFGRID3
* xyz 0 1
Ca -0.19 -0.81 -0.37
C 4.38 -0.39 0.29
C 3.10 -0.92 0.14
N 2.05 -0.12 0.09
C 2.24 1.20 0.17
C 3.51 1.71 0.33
N 4.59 0.92 0.39
C 1.01 2.07 0.08
C 1.06 3.46 0.13
C -0.11 4.20 0.04
C -1.31 3.50 -0.10
C -1.30 2.12 -0.14
N -0.16 1.43 -0.05
C -2.56 1.31 -0.31
C -3.83 1.83 -0.15
N -4.92 1.09 -0.32
C -4.75 -0.19 -0.62
C -3.48 -0.74 -0.74
N -2.40 0.01 -0.59
C -0.09 5.70 0.09
C -1.24 6.45 -0.07
C -1.17 7.83 -0.02
N -0.04 8.51 0.17
C 1.07 7.79 0.32
C 1.09 6.40 0.29
H 5.24 -1.04 0.32
H 2.93 -1.99 0.07
H 3.69 2.77 0.43
H 2.01 3.95 0.22
H -2.25 4.03 -0.20
H -3.98 2.87 0.12
H -5.63 -0.80 -0.76
H -3.33 -1.80 -0.95
H -2.21 6.00 -0.23
H -2.07 8.42 -0.15
H 1.99 8.34 0.48
H 2.04 5.90 0.43
Se 2.29 -4.86 0.04
Sb 0.17 -4.25 -0.81
Se -0.90 -2.37 1.70
Se -1.85 -5.45 -0.76
Se 0.23 -2.43 -2.48
N 1.43 1.64 7.36
C 1.07 1.01 6.47
C 0.61 0.21 5.35
C 1.14 -1.05 5.12
C 0.71 -1.81 4.04
C -0.27 -1.33 3.17
C -0.80 -0.05 3.42
C -0.37 0.71 4.50
H 1.90 -1.44 5.78
H 1.12 -2.80 3.87
H -1.57 0.33 2.77
H -0.79 1.69 4.68
*
```

## Properties
Total energy: -322980.240 eV
HOMO-LUMO gap: 5.626 eV
Lowest unoccupied orbital energy: -0.08012 Eh
Energy above the lowest of the compared OMol25 structures with the same formula, charge and spin: 0.0000 eV

Atomic charges from the Mulliken analysis, expressed in e, are listed below: atom 1 (Ca): 1.2611, atom 2 (C): -0.4451, atom 3 (C): -0.0354, atom 4 (N): 0.3250, atom 5 (C): 0.0444, atom 6 (C): -0.3293, atom 7 (N): -0.6049, atom 8 (C): -0.2061, atom 9 (C): -0.1981, atom 10 (C): 1.3454, atom 11 (C): 0.0186, atom 12 (C): -0.1403, atom 13 (N): -0.7373, atom 14 (C): -0.0489, atom 15 (C): -0.2350, atom 16 (N): -0.6091, atom 17 (C): -0.3548, atom 18 (C): -0.2117, atom 19 (N): -0.1979, atom 20 (C): 0.8849, atom 21 (C): -0.4569, atom 22 (C): -0.4407, atom 23 (N): -0.6060, atom 24 (C): -0.4124, atom 25 (C): -0.5811, atom 26 (H): 0.4345, atom 27 (H): 0.0722, atom 28 (H): 0.4641, atom 29 (H): 0.2951, atom 30 (H): 0.2823, atom 31 (H): 0.3915, atom 32 (H): 0.4109, atom 33 (H): 0.4081, atom 34 (H): 0.3118, atom 35 (H): 0.3799, atom 36 (H): 0.3761, atom 37 (H): 0.3145, atom 38 (Se): -0.5168, atom 39 (Sb): 1.0715, atom 40 (Se): -0.4883, atom 41 (Se): -0.4836, atom 42 (Se): -0.6192, atom 43 (N): -0.4947, atom 44 (C): -0.0676, atom 45 (C): 0.5576, atom 46 (C): -0.5608, atom 47 (C): -0.5298, atom 48 (C): -0.2271, atom 49 (C): -0.0090, atom 50 (C): -0.6788, atom 51 (H): 0.4566, atom 52 (H): 0.4826, atom 53 (H): 0.4922, atom 54 (H): 0.4456

# 4
Computed, not measured: C2H6ClNO in the gas phase in a non-equilibrium geometry, with ωB97M-V/def2-TZVPD.

Structure (ORCA input):
```
! wB97M-V def2-TZVPD RIJCOSX def2/J DEFGRID3
* xyz 0 1
C -1.50 -0.02 0.35
C -0.10 0.34 0.02
N 0.77 -0.77 -0.30
O 2.21 -0.50 0.18
Cl 3.06 0.72 -0.69
H -2.18 0.76 0.90
H -2.10 -0.22 -0.47
H -1.40 -0.95 0.99
H 0.07 1.12 -0.72
H 0.29 0.65 0.94
H 0.89 -1.14 -1.21
*
```

## Properties
Total energy: -18227.289 eV
HOMO-LUMO gap: 10.048 eV
Lowest unoccupied orbital energy: 0.00124 Eh
Energy above the lowest of the compared OMol25 structures with the same formula, charge and spin: 4.2714 eV
SMILES: CCNOCl

Atomic charges from the Mulliken analysis, expressed in e, are listed below: atom 1 (C): -1.0593, atom 2 (C): -0.1928, atom 3 (N): -0.2960, atom 4 (O): -0.2237, atom 5 (Cl): -0.0334, atom 6 (H): 0.2679, atom 7 (H): 0.3170, atom 8 (H): 0.2990, atom 9 (H): 0.3755, atom 10 (H): 0.2791, atom 11 (H): 0.2667

# 5
Computed, not measured: 15 unconnected molecules or ions with the total composition C17H64N4O15 in a non-equilibrium geometry, with ωB97M-V/def2-TZVPD.

Structure (ORCA input):
```
! wB97M-V def2-TZVPD RIJCOSX def2/J DEFGRID3
* xyz 0 1
C 4.00 -0.07 -21.90
C 2.68 -0.83 -21.73
O 2.71 -2.06 -22.34
H 4.23 -0.10 -22.96
H 4.81 -0.49 -21.24
H 3.90 0.90 -21.58
H 1.88 -0.24 -22.13
H 2.52 -0.90 -20.64
H 3.28 -2.00 -23.12
C 1.50 -5.04 -24.22
C 1.12 -6.47 -24.04
O 2.04 -7.16 -23.19
H 1.81 -4.62 -23.28
H 0.67 -4.49 -24.66
H 2.35 -4.94 -24.85
H 1.05 -6.88 -25.03
H 0.10 -6.33 -23.57
H 1.63 -7.98 -23.00
C -0.81 -4.73 -17.43
O -1.50 -3.79 -18.13
N -0.26 -5.82 -17.88
N -0.62 -4.65 -16.16
H -0.38 -5.93 -18.87
H 0.41 -6.44 -17.34
H -1.19 -3.89 -15.72
H 0.06 -5.25 -15.62
C -1.06 -7.14 -20.56
O -0.47 -8.36 -20.66
N -2.24 -6.98 -20.18
N -0.48 -6.00 -20.83
H -2.83 -7.76 -19.90
H -2.77 -6.05 -20.24
H 0.52 -5.94 -21.02
H -1.05 -5.11 -20.67
C -0.49 -3.08 -22.01
O -0.67 -1.95 -22.86
H -0.30 -3.96 -22.63
H -1.43 -3.13 -21.36
H 0.34 -2.92 -21.29
H 0.08 -1.83 -23.44
C 5.30 -6.83 -22.40
O 4.24 -5.94 -22.56
H 6.05 -6.22 -21.93
H 5.74 -7.25 -23.31
H 4.99 -7.63 -21.70
H 3.51 -6.32 -23.04
C 4.89 -3.25 -24.25
O 4.24 -2.03 -24.60
H 4.37 -3.64 -23.41
H 5.91 -3.12 -23.92
H 4.77 -4.04 -25.00
H 4.94 -1.46 -24.97
C 2.09 -7.90 -18.93
O 2.54 -7.76 -20.23
H 1.15 -7.46 -18.75
H 2.79 -7.52 -18.20
H 1.83 -8.90 -18.78
H 2.64 -6.82 -20.35
C 3.87 -0.71 -18.27
O 4.87 0.17 -18.75
H 3.79 -1.62 -18.83
H 2.85 -0.36 -18.41
H 4.03 -0.93 -17.21
H 5.74 -0.26 -18.63
C 5.41 -7.18 -17.86
O 4.98 -7.95 -16.76
H 4.60 -6.56 -18.15
H 5.66 -7.67 -18.75
H 6.22 -6.61 -17.60
H 4.11 -7.61 -16.50
C 1.88 -2.57 -16.52
O 0.80 -1.74 -16.11
H 2.71 -2.21 -15.97
H 2.17 -2.47 -17.51
H 1.79 -3.65 -16.40
H 1.04 -0.81 -16.14
C 2.22 -4.35 -19.40
O 2.41 -4.71 -20.77
H 2.97 -3.62 -19.07
H 2.31 -5.24 -18.76
H 1.23 -3.94 -19.31
H 2.26 -3.97 -21.36
C -0.02 -1.09 -19.20
O 0.30 0.22 -19.59
H -0.82 -1.45 -19.80
H -0.28 -1.20 -18.18
H 0.79 -1.83 -19.48
H -0.15 0.80 -18.96
C 5.51 -3.22 -20.60
O 5.12 -4.52 -20.28
H 4.59 -2.57 -20.55
H 5.96 -3.09 -21.55
H 6.11 -2.98 -19.77
H 4.66 -4.90 -21.00
C 5.00 -4.13 -16.79
O 5.65 -2.86 -16.66
H 5.05 -4.86 -15.90
H 5.58 -4.57 -17.63
H 3.96 -4.03 -17.00
H 6.64 -2.92 -16.61
*
```

## Properties
Total energy: -55332.728 eV
HOMO-LUMO gap: 9.458 eV
Lowest unoccupied orbital energy: 0.00302 Eh

Mulliken atomic charge list, values in e, 99 entries: atom 1 (C): -1.4086, atom 2 (C): 0.6775, atom 3 (O): -0.1405, atom 4 (H): 0.4103, atom 5 (H): 0.0940, atom 6 (H): 0.5728, atom 7 (H): 0.4467, atom 8 (H): -0.6534, atom 9 (H): 0.1387, atom 10 (C): -0.7641, atom 11 (C): -0.1969, atom 12 (O): -0.6236, atom 13 (H): -0.3693, atom 14 (H): 0.5451, atom 15 (H): 0.4208, atom 16 (H): 0.4971, atom 17 (H): 0.1502, atom 18 (H): 0.2632, atom 19 (C): 0.4014, atom 20 (O): -0.7390, atom 21 (N): 0.0039, atom 22 (N): -0.2572, atom 23 (H): -0.3807, atom 24 (H): 0.2187, atom 25 (H): 0.2924, atom 26 (H): 0.2142, atom 27 (C): 0.5379, atom 28 (O): -0.7222, atom 29 (N): -0.1760, atom 30 (N): 0.2726, atom 31 (H): 0.2786, atom 32 (H): 0.1953, atom 33 (H): -0.6097, atom 34 (H): -0.0507, atom 35 (C): -0.5684, atom 36 (O): -0.6293, atom 37 (H): 0.4489, atom 38 (H): 0.3335, atom 39 (H): -0.0600, atom 40 (H): 0.3234, atom 41 (C): -0.7757, atom 42 (O): -0.4114, atom 43 (H): 0.2836, atom 44 (H): 0.2801, atom 45 (H): 0.1671, atom 46 (H): 0.1422, atom 47 (C): -0.0271, atom 48 (O): -0.5343, atom 49 (H): -0.5056, atom 50 (H): 0.4110, atom 51 (H): 0.2815, atom 52 (H): 0.2993, atom 53 (C): 0.2185, atom 54 (O): -0.5092, atom 55 (H): -0.3230, atom 56 (H): -0.4041, atom 57 (H): 0.5961, atom 58 (H): -0.0647, atom 59 (C): -0.1740, atom 60 (O): -0.5937, atom 61 (H): -0.3670, atom 62 (H): 0.3565, atom 63 (H): 0.4076, atom 64 (H): 0.3334, atom 65 (C): -0.1453, atom 66 (O): -0.5591, atom 67 (H): -0.5590, atom 68 (H): 0.3682, atom 69 (H): 0.6554, atom 70 (H): 0.3482, atom 71 (C): -0.4585, atom 72 (O): -0.5988, atom 73 (H): 0.7303, atom 74 (H): -0.1308, atom 75 (H): 0.2192, atom 76 (H): 0.3269, atom 77 (C): 1.5992, atom 78 (O): 4.8380, atom 79 (H): -1.7082, atom 80 (H): -0.1339, atom 81 (H): -0.4884, atom 82 (H): -2.1588, atom 83 (C): -0.4379, atom 84 (O): -0.5118, atom 85 (H): 0.4506, atom 86 (H): 0.6050, atom 87 (H): -0.4198, atom 88 (H): 0.3277, atom 89 (C): -0.4506, atom 90 (O): -0.3523, atom 91 (H): -0.3258, atom 92 (H): 0.2484, atom 93 (H): 0.5350, atom 94 (H): -0.2833, atom 95 (C): 0.0230, atom 96 (O): -0.5302, atom 97 (H): 0.3506, atom 98 (H): -0.0629, atom 99 (H): -0.1012